[1]
Here is 2 unconnected molecules or ions with the total composition C5H14N2O from the Open Molecules 2025 dataset. Energies are from the ωB97M-V functional and the def2-TZVPD basis.

The geometry in XYZ format:
```
22
Properties=species:S:1:pos:R:3:forces:R:3:lowdin_charge:R:1
C 0.815541 1.898864 0.491000 0.154 0.654 2.644 -0.125
C -0.337041 1.658269 1.398494 -0.899 1.559 1.298 -0.268
C -1.437558 0.910330 0.666600 -2.988 -0.643 0.613 -0.215
C -1.012510 -0.400633 0.025601 1.760 0.045 3.841 -0.336
N -1.469672 -0.679692 -1.318766 2.281 -0.618 1.317 0.085
C -0.181003 -1.091739 0.911286 -1.874 -0.677 -6.198 -0.131
N 0.437110 -2.242695 0.358346 -1.594 0.221 3.119 0.047
H 1.481255 2.490930 1.064681 1.120 0.801 0.035 0.076
H 0.577965 2.332535 -0.387834 -1.307 2.366 -2.677 0.052
H 1.313634 1.099127 0.114955 1.509 -3.058 -0.223 0.014
H -0.637891 2.774818 1.772141 0.114 -2.817 -0.701 0.158
H 0.007249 1.093062 2.300498 -0.399 0.647 -0.575 0.099
H -2.403228 0.723830 1.311585 1.775 0.418 -0.791 0.139
H -1.821162 1.500768 -0.138293 -0.144 0.885 -0.576 0.088
H -1.105141 -1.570692 -1.738042 -1.019 1.243 0.774 0.096
H -2.458498 -0.592287 -1.253931 -0.863 -0.414 -0.669 0.065
H 0.160324 -0.849146 1.881644 -0.154 0.582 0.597 0.097
H 0.496482 -2.336846 -0.595313 0.408 0.000 -2.271 0.027
H 1.247970 -2.366815 0.865734 2.178 -1.110 0.467 0.040
O 2.361569 -0.220600 -2.033083 2.050 -3.000 0.242 -0.027
H 1.844616 0.528642 -2.058459 -1.805 2.524 0.221 -0.023
H 2.547210 -0.456960 -1.109644 -0.305 0.394 -0.486 0.039
```
Positions in Å, forces in eV/Å.

Values from the calculation:
Charge: 0
Energy above the lowest of the compared OMol25 structures with the same formula, charge and spin: 3.545 eV
SMILES string: CCC/C(N)=C/N.O
Multiplicity: 1
Orbital gap: 0.2946 Eh

[2]
Here is 9 unconnected molecules or ions with the total composition C52H57N4O12 from the Open Molecules 2025 dataset. Energies are from the ωB97M-V functional and the def2-TZVPD basis.

The geometry in XYZ format:
```
125
Properties=species:S:1:pos:R:3:forces:R:3:lowdin_charge:R:1
C -2.562428 1.565155 -2.126942 -2.402 -0.707 -0.893 -0.094
C -1.793543 1.449298 -0.844979 -2.711 -2.539 2.968 -0.159
N -1.130075 0.079238 -0.703799 0.883 1.205 0.981 0.007
C -1.341448 -0.899849 0.249074 -3.759 -0.049 2.960 -0.060
C -0.395187 -1.830630 0.159615 1.381 -0.922 0.657 -0.023
N 0.575086 -1.357427 -0.745126 -2.972 1.078 1.016 -0.017
C 0.050069 -0.194874 -1.222995 -0.021 -3.565 1.991 -0.004
C 1.817826 -2.001102 -1.023886 0.385 5.699 -5.020 0.029
H -3.381806 0.684337 -2.341114 2.517 2.005 0.340 0.144
H -1.955140 1.905704 -3.009493 -0.349 -1.115 0.684 0.085
H -3.187722 2.439799 -1.960712 -0.327 0.188 -0.024 0.057
H -2.467021 1.482254 0.201193 1.451 0.053 -3.012 0.176
H -1.152935 2.280758 -0.753673 1.526 0.456 0.295 0.081
H -2.156161 -0.948419 1.161185 1.803 0.580 -3.051 0.171
H -0.344497 -2.737029 0.818283 0.480 1.018 -1.071 0.147
H 0.524386 0.340730 -1.904168 1.993 2.540 -2.983 0.106
H 1.882836 -2.164088 -2.110906 0.309 -0.882 0.803 0.125
H 2.083742 -2.586249 -0.325949 0.569 -6.333 4.417 0.014
H 2.696162 -1.398960 -0.701946 -0.576 1.260 -1.000 0.101
N 2.108931 0.233105 2.238626 -1.248 3.802 -1.113 0.048
C 1.389954 1.357333 1.978496 -3.360 -1.898 2.037 -0.064
C -0.006928 1.518428 2.464653 5.501 -2.031 -1.046 -0.061
C -0.556979 0.506312 3.169920 -3.589 -0.375 1.829 -0.104
C 0.185199 -0.648709 3.519686 1.063 2.755 -1.930 -0.047
C 1.497669 -0.616707 3.041836 1.849 -3.085 0.337 -0.190
H 1.699165 2.202921 1.443206 1.305 0.673 -0.963 0.063
H -0.342483 2.462041 2.298663 -1.813 2.265 -0.421 0.038
H -1.694647 0.711165 3.517719 2.707 -0.947 -0.640 0.151
H -0.217997 -1.459125 4.032804 -0.444 -1.122 0.939 0.075
H 2.333565 -1.374844 3.175770 -2.003 -0.147 0.817 0.117
N -2.970541 3.291589 2.437928 -3.880 -3.778 -1.317 0.044
C -2.361716 4.203373 3.079329 0.323 3.728 1.333 -0.233
C -2.991587 5.064106 3.999102 -0.773 2.208 -0.242 -0.041
C -4.444552 5.001119 4.208805 1.914 -0.778 -1.685 -0.075
C -5.155894 3.950231 3.579163 5.079 -1.276 -1.476 0.006
C -4.289086 3.041652 2.696433 1.823 7.520 5.206 -0.050
H -1.445019 4.532633 2.590526 0.502 -0.198 0.817 0.109
H -2.377699 6.044423 4.229636 -1.538 -2.234 0.064 0.144
H -4.985364 5.864165 4.591577 0.252 -0.330 0.603 0.104
H -6.187334 3.785325 3.717549 -1.010 -0.139 -0.117 0.076
H -4.721871 2.323357 2.234992 -2.665 -4.792 -3.186 0.002
C -2.406990 -2.935944 -4.380114 -0.216 6.168 -4.658 0.002
C -2.948586 -1.785320 -5.223204 0.334 -3.307 1.378 0.020
C -2.065850 -0.966833 -5.908450 -2.365 1.156 -1.641 -0.292
C -0.692089 -1.122651 -5.785360 -1.970 -2.616 2.709 -0.035
C -0.165674 -2.088509 -4.902109 -1.349 -0.820 -0.020 0.019
C -1.046511 -3.035951 -4.216729 -1.489 1.953 -0.631 -0.348
O -0.731706 -3.848144 -3.208499 1.046 -3.268 2.211 -0.004
O -2.753800 -0.021319 -6.811610 3.635 0.968 -0.777 -0.080
H -3.179350 -3.491808 -4.001889 -1.213 -1.763 1.386 0.069
H -4.076408 -1.787714 -5.333097 1.667 0.485 -0.079 0.132
H -0.068497 -0.457836 -6.212966 2.141 1.966 -1.615 0.068
H 0.912723 -2.100955 -4.865359 0.097 -0.407 0.489 0.100
H -1.464882 -4.525266 -2.915097 1.981 2.352 -1.456 0.169
H -2.095998 0.588583 -7.442392 -2.232 -2.760 2.819 0.185
C 5.218045 -2.080461 0.984048 1.813 -1.306 2.496 0.034
C 5.684926 -2.787942 2.293656 -1.842 2.816 -4.147 0.006
C 6.813380 -3.571288 2.237339 -1.879 1.782 1.462 -0.376
C 7.458475 -3.734528 1.034629 -0.894 1.025 -0.778 -0.013
C 7.095715 -3.132925 -0.179303 -1.282 0.355 2.600 0.021
C 5.962527 -2.262177 -0.206345 -0.374 -0.624 1.686 -0.306
O 5.600025 -1.591185 -1.356354 -1.225 -0.170 1.785 0.039
O 7.327987 -3.983634 3.438373 -0.355 0.478 0.862 0.042
H 4.460948 -1.280822 1.106015 0.342 -0.746 -0.342 0.090
H 5.156469 -2.468181 3.209989 0.404 -0.479 -0.514 0.112
H 8.328529 -4.245385 1.207121 2.354 -1.418 -0.613 0.104
H 7.770299 -3.239560 -0.975121 0.537 -0.152 -1.258 0.103
H 6.350253 -1.668236 -1.894852 1.491 0.071 -1.741 0.072
H 6.870678 -3.429827 4.147447 1.008 -1.297 -1.363 0.142
C -5.086192 -1.199942 1.203541 1.900 -0.706 5.304 0.053
C -4.847109 -0.647044 2.624072 1.497 -4.596 -4.742 0.057
C -3.985791 -1.383668 3.445221 -1.291 2.219 -0.332 -0.335
C -3.348314 -2.532765 3.030829 -1.436 -1.050 -0.917 -0.045
C -3.709207 -3.188046 1.838819 -1.057 3.574 -0.694 0.013
C -4.592593 -2.500354 0.881866 0.828 2.068 3.676 -0.348
O -5.019982 -3.010640 -0.248788 -0.559 -0.633 -1.844 0.076
O -3.738806 -0.872289 4.693277 -6.602 5.998 -4.548 0.114
H -5.671188 -0.549762 0.620411 -0.698 0.098 -1.180 0.084
H -5.231659 0.284043 2.808235 -0.860 1.921 0.951 0.055
H -2.802012 -3.032050 3.802850 0.783 -0.490 -0.011 0.117
H -3.102107 -3.979759 1.530232 0.371 -1.641 -0.421 0.077
H -4.407490 -3.647533 -0.598895 0.310 -0.583 -0.205 0.102
H -3.183219 -1.390996 5.036911 6.940 -6.198 4.935 -0.028
C 3.567321 1.195632 -2.520590 -0.195 -1.431 2.328 -0.005
C 3.012547 1.896184 -1.396487 -1.045 0.698 0.336 -0.017
C 1.933792 2.811206 -1.581018 0.033 0.648 -3.037 -0.278
C 1.445585 3.035037 -2.999204 0.736 -1.520 3.133 -0.005
C 1.997191 2.228804 -3.951742 -0.676 1.367 -2.849 -0.072
C 3.015810 1.323418 -3.777052 -0.308 1.408 3.054 -0.452
O 3.402121 0.615667 -4.784560 0.420 -0.620 -5.263 0.055
O 1.372246 3.661826 -0.629457 -1.429 0.167 -2.194 -0.029
H 4.255942 0.341764 -2.231458 -0.529 1.335 -0.804 0.119
H 3.387251 1.676298 -0.349663 -0.390 0.398 -1.470 0.125
H 0.558988 3.637575 -3.238344 0.628 0.119 0.294 0.109
H 1.790709 2.367125 -5.078956 -0.466 0.025 1.817 0.143
H 3.050539 1.081283 -5.657798 1.181 -1.665 2.585 0.177
H 0.696993 4.191059 -1.223322 1.881 -0.939 2.165 0.112
C 2.946804 -5.074104 1.945864 -5.419 -1.542 -1.209 0.035
C 1.412851 -5.125978 2.057539 2.496 -0.856 -2.525 0.047
C 0.687648 -5.810635 0.998759 5.551 1.135 -0.070 -0.374
C 1.472073 -6.382465 -0.087441 0.734 2.322 4.149 0.013
C 2.857207 -6.309397 -0.088595 -0.476 -2.078 -1.786 -0.034
C 3.551996 -5.689765 0.868811 2.440 3.383 1.940 -0.317
O 4.970516 -5.543254 0.758200 -2.400 -4.652 -0.059 0.029
O -0.605607 -5.930644 1.158799 -5.045 0.041 -2.528 0.000
H 3.604776 -4.861783 2.703034 0.959 1.310 2.009 0.073
H 0.786585 -4.635696 2.803027 0.607 -0.207 0.221 0.088
H 1.011950 -6.975397 -0.742080 -1.876 -2.181 -2.748 0.061
H 3.528782 -6.928262 -0.711082 -0.943 0.504 -0.443 0.143
H 5.297846 -4.692562 0.723047 0.344 3.051 0.019 -0.015
H -1.223549 -5.900915 0.286070 2.751 -0.309 2.877 0.194
C -1.923184 5.874074 -0.831207 -1.234 2.918 3.926 0.066
C -2.926390 6.256634 0.278877 6.404 0.072 -4.357 0.023
C -2.607674 7.232893 1.169471 -2.032 -1.194 1.394 -0.293
C -1.392694 7.887241 1.056534 1.450 0.659 0.104 0.010
C -0.457823 7.571513 0.052676 -0.855 0.510 0.206 -0.005
C -0.696909 6.593094 -0.874144 -3.523 -1.656 1.167 -0.387
O 0.181481 6.352965 -1.869776 1.145 -0.406 -0.303 0.037
O -3.571086 7.443946 2.209586 1.781 1.385 -0.525 -0.004
H -2.218501 5.220733 -1.606145 -0.214 -0.855 -0.594 0.077
H -3.772829 5.743372 0.337936 -3.581 -2.071 0.173 0.058
H -1.069418 8.648168 1.754262 -0.416 0.122 0.118 0.120
H 0.399817 8.156276 -0.245566 0.293 0.362 0.980 0.127
H -0.301547 6.657571 -2.619517 -0.001 0.163 -1.530 0.105
H -4.246050 6.763583 2.364287 0.753 -0.130 -0.827 0.078
```
Positions in Å, forces in eV/Å.

Values from the calculation:
Charge: +1
Energy above the lowest of the compared OMol25 structures with the same formula, charge and spin: 0.767 eV
Multiplicity: 1
Orbital gap: 0.2865 Eh

[3]
Here is 2 unconnected molecules or ions with the total composition H4N2O2S2 from the Open Molecules 2025 dataset. Energies are from the ωB97M-V functional and the def2-TZVPD basis.

The geometry in XYZ format:
```
10
Properties=species:S:1:pos:R:3:forces:R:3:lowdin_charge:R:1
N -1.354715 -1.063908 0.701638 1.570 1.068 -2.068 -0.273
N 1.372786 1.237143 -0.243527 -0.717 2.754 -1.971 -0.341
O -1.203581 1.239943 -0.582556 -0.840 -1.497 -0.025 -0.607
O 1.381541 -1.120179 0.739492 0.788 1.224 -1.786 -0.592
S -1.570871 -0.235879 -0.798767 0.541 0.244 2.133 0.868
S 1.716323 -0.315869 -0.514380 -0.598 -1.642 1.454 0.818
H -1.981179 -1.601352 1.251658 -1.309 -0.070 -0.177 0.028
H -0.408473 -1.480229 0.722532 -0.301 0.461 0.212 -0.024
H 0.255377 1.463200 -0.230448 1.768 -0.649 0.106 0.017
H 1.792790 1.877132 -1.045645 -0.901 -1.893 2.123 0.107
```
Positions in Å, forces in eV/Å.

Values from the calculation:
Charge: 0
Energy above the lowest of the compared OMol25 structures with the same formula, charge and spin: 1.030 eV
Multiplicity: 1
Orbital gap (alpha / beta): 0.3117 / 0.2480 Eh